# 1
30
Properties=species:S:1:pos:R:3:forces:R:3 method="wB97M-V/def2-TZVPD" fmax_ha_per_bohr=0.030 e_lumo_ev="0.83 / -1.82" e_tot_ha=-1263.7588 multiplicity=3
C -2.177889 -1.820531 0.759587 0.32 -0.07 0.03
C -1.192432 -0.426902 2.594885 0.24 -0.09 -0.16
C 0.229057 1.971579 -0.813974 -0.02 -0.11 0.25
C 1.623422 0.384924 0.566931 -0.33 -0.17 -0.04
C 2.404856 -1.048466 -2.830722 0.54 -0.06 -0.05
C -0.980374 -0.967806 1.169361 -0.62 0.06 0.75
C 0.233027 1.009533 0.374500 0.02 1.01 0.34
N 0.974724 -0.944899 -2.955917 -0.34 0.24 0.02
N -0.842423 0.096504 0.221052 0.08 -0.40 0.12
O 0.513574 -2.735419 -1.132655 0.54 -0.93 0.68
P -0.023713 -1.511631 -1.725640 0.55 0.37 -1.38
Cl -1.687429 -1.804096 -2.810667 -1.14 -0.11 -0.65
H -2.361677 -2.599159 1.496961 -0.04 -0.07 0.04
H -3.064108 -1.199782 0.659898 -0.11 0.07 0.00
H -1.974147 -2.297138 -0.194047 -0.21 -0.12 0.03
H -2.031054 0.266197 2.606313 -0.08 0.06 0.05
H -0.304023 0.081515 2.964590 0.02 0.07 0.08
H -1.411319 -1.259913 3.257761 -0.04 -0.01 0.12
H 0.522139 1.443300 -1.717170 0.07 0.00 -0.14
H -0.771803 2.367194 -0.960003 -0.07 0.08 -0.04
H 0.919874 2.793644 -0.646104 0.08 0.10 -0.03
H 1.692236 -0.167037 1.499403 0.03 -0.11 0.08
H 2.387164 1.161993 0.572163 -0.05 0.02 -0.06
H 1.811571 -0.303175 -0.257601 0.25 0.00 0.10
H 2.868371 -0.164024 -2.379827 -0.01 -0.05 0.00
H 2.619561 -1.921040 -2.214445 0.13 0.05 -0.05
H 2.841101 -1.200563 -3.820048 0.06 -0.03 0.07
H -0.087618 -1.617140 1.188836 -0.01 0.27 -0.19
H -0.001934 1.603810 1.275355 0.18 0.05 0.04
H 0.635269 -0.133095 -3.455973 -0.04 -0.11 0.00

# 2
16
Properties=species:S:1:pos:R:3:forces:R:3 method="wB97M-V/def2-TZVPD" smiles=Cc1cc[nH]c1C fmax_ha_per_bohr=0.020 e_lumo_ev=0.97 e_tot_ha=-288.6937 de_lowest_kcal_mol=55.4
C -0.567502 -1.821478 0.500508 -0.92 -0.10 -0.08
C -0.183199 -0.712064 -0.524241 0.50 -0.21 0.88
C 1.222213 -0.958102 -0.551434 0.75 0.25 -0.17
C 1.867212 0.113797 -0.041715 0.39 0.12 -0.35
N 0.924678 1.116244 0.086593 0.02 0.24 -0.14
C -0.319436 0.667742 -0.252793 0.18 -0.11 0.32
C -1.442742 1.675883 -0.368916 -0.04 -0.20 0.14
H -0.765931 -2.797688 0.059998 -0.36 0.04 -0.04
H -1.379625 -1.458595 1.115331 -0.60 -0.33 0.00
H 0.270222 -1.993263 1.218887 -0.58 0.33 -0.52
H 1.590743 -1.956697 -0.745102 0.28 0.17 0.29
H 2.858023 0.205824 0.368381 0.15 0.27 -0.33
H 1.135195 2.052424 0.388622 0.00 0.09 -0.30
H -2.235769 1.304256 -1.023159 0.16 -0.06 0.20
H -1.083957 2.614444 -0.825079 0.03 -0.39 0.15
H -1.890126 1.947269 0.594118 0.05 -0.12 -0.04

# 3
19
Properties=species:S:1:pos:R:3:forces:R:3 method="wB97M-V/def2-TZVPD" fmax_ha_per_bohr=0.116 e_lumo_ev=0.35 e_tot_ha=-633.6611 de_lowest_kcal_mol=203.0
C -0.208060 -1.623355 -0.036140 0.42 1.78 -0.35
C 0.342326 -1.672163 2.630379 -1.14 -2.08 -0.23
C -0.493504 -0.686494 -1.185701 0.74 -1.61 1.24
C 0.765764 0.434114 0.943917 -1.22 -0.02 -3.50
C 0.559637 0.318848 -1.257169 -0.68 -0.66 4.19
C 0.201657 1.637427 -1.710707 2.92 4.88 1.79
S -0.370298 -0.796356 1.374993 0.76 0.54 1.24
H -0.689630 -2.506472 -0.042838 -1.59 -3.23 0.00
H 0.084314 -1.453924 3.660777 -0.23 0.65 -0.08
H -0.015209 -2.732445 2.411171 0.65 1.09 0.27
H -0.707304 -1.332232 -1.998753 0.26 -0.35 -1.46
H -1.378124 -0.206614 -0.968750 -2.46 1.38 -0.02
H 1.729926 0.026136 1.136722 0.61 0.18 0.37
H 0.461665 1.421381 1.102772 0.03 1.49 0.69
H 1.508253 -0.128342 -1.185121 1.43 0.09 -1.03
H -0.078409 1.783023 -2.701355 -0.70 -0.45 -2.04
H 1.201485 2.340026 -1.668617 -2.33 -1.49 0.07
H -0.568670 2.235776 -1.103604 0.97 -1.32 -0.59
H -1.646887 0.064677 1.717289 1.55 -0.86 -0.57

# 4
49
Properties=species:S:1:pos:R:3:forces:R:3 method="wB97M-V/def2-TZVPD" fmax_ha_per_bohr=0.168 e_lumo_ev=-1.18 e_tot_ha=-32766.1822
C 3.190722 -0.420407 0.854311 -0.31 -0.42 -0.24
C 2.393408 -1.273720 -0.150935 0.09 0.22 -0.23
C 2.875780 -2.489529 -0.565734 -0.06 -0.57 -0.27
C 2.139201 -3.339421 -1.497995 -0.04 2.36 1.20
N 2.504741 -4.534266 -1.936238 -1.41 0.25 -0.68
S 1.270275 -4.971365 -2.956275 0.40 0.97 0.62
N 0.329451 -3.656409 -2.847971 -0.17 -0.02 0.15
C 0.873218 -2.781075 -1.991719 0.81 -1.49 -0.29
C 0.352696 -1.482759 -1.584882 0.51 0.30 1.14
P -1.242853 -0.993719 -2.399029 0.40 0.33 -0.17
O -1.203358 0.664246 -2.612488 0.23 -0.95 0.50
I -3.159462 -1.326369 -0.899529 0.29 0.18 0.12
C 1.109125 -0.746848 -0.664845 0.06 -0.29 -0.72
C 0.611566 0.621907 -0.227744 -0.08 -0.46 0.21
C -0.557146 0.650734 0.539669 -0.15 0.57 -0.41
C -1.132762 1.871171 0.971184 0.56 -0.07 -1.56
C -0.502297 3.068941 0.595026 -0.01 -0.81 0.06
C 0.707255 3.037355 -0.153925 0.06 -0.22 0.23
C 1.277199 1.823533 -0.573545 -0.67 0.24 0.55
H 3.750262 0.389493 0.346595 -0.49 -0.25 0.29
H 2.469933 -0.009457 1.587157 0.62 0.04 -0.32
H 3.941651 -1.031589 1.387754 -0.46 0.18 -0.26
H 3.840847 -2.881302 -0.214620 -0.46 0.34 0.02
H -0.499096 0.853688 -3.254165 -0.19 0.08 0.07
H -1.043780 -0.291919 0.812049 0.32 0.40 -0.07
H -2.058125 1.831510 1.554628 0.41 0.26 -0.28
H -0.960814 4.019593 0.891580 0.37 -0.35 -0.17
H 1.163103 4.030868 -0.405252 0.15 -1.99 0.61
H 2.207905 1.804100 -1.155989 -0.47 0.02 0.27
C -1.154828 7.051202 -0.933501 0.04 0.14 -0.23
Br -1.124514 7.613828 0.911886 0.04 -0.08 -0.15
Br -0.812792 8.522196 -2.138240 -0.03 -0.10 0.13
Br 0.044677 5.564410 -1.238831 -0.89 1.65 -0.51
H -2.156937 6.697178 -1.141707 0.09 0.02 0.01
C 0.091823 -0.111604 4.535603 0.62 1.49 -1.64
Br 0.177446 0.580840 6.401917 2.30 3.77 -0.96
Br 0.224451 1.363424 3.279831 0.60 -0.39 1.42
Br 1.430275 -1.460841 4.181102 0.01 0.34 -0.07
H -0.905564 -0.591997 4.390748 1.36 1.26 -0.55
C -1.752963 -3.295066 6.405821 -0.25 -0.10 -0.32
Br -2.511071 -3.997797 4.764006 0.04 0.03 0.11
Br -1.062651 -1.472172 6.178546 -4.10 -6.66 3.66
Br -3.000511 -3.411759 7.876755 0.10 0.03 -0.15
H -0.907527 -3.925540 6.656877 -0.06 0.05 -0.03
C -2.365689 -2.282314 -6.737901 -0.29 -0.07 -0.06
Br -1.978583 -1.924212 -4.857067 0.07 -0.19 -1.06
Br -1.288483 -1.184560 -7.907265 -0.05 -0.09 0.11
Br -2.195033 -4.160793 -7.161412 0.02 0.14 0.03
H -3.400169 -2.011406 -6.914240 0.09 -0.04 -0.08

# 5
26
Properties=species:S:1:pos:R:3:forces:R:3 method="wB97M-V/def2-TZVPD" fmax_ha_per_bohr=0.068 e_lumo_ev="-3.86 / -9.72" total_charge=+1 e_tot_ha=-10646.0277 multiplicity=2
C 2.507873 0.415726 -0.578934 -0.76 2.17 -0.55
C 2.232763 -0.702634 0.268356 2.27 -1.31 2.30
O 1.534903 -1.606144 -0.058354 -2.10 -1.59 -0.74
C 2.994523 -0.795684 1.612406 -1.02 0.32 -1.23
H 2.479263 1.268216 0.099686 0.51 0.48 -0.29
H 1.646713 0.531716 -1.237004 0.49 -0.07 -0.54
H 3.468893 0.345276 -1.088424 -0.11 0.08 0.00
H 3.826273 -1.481744 1.452416 0.10 0.14 0.16
H 2.270773 -1.251834 2.287846 0.35 0.18 0.37
H 3.314093 0.214086 1.869996 0.20 -0.36 0.53
Br -0.660297 1.433386 -2.520184 -0.46 -0.62 0.76
C -1.073147 2.021446 -0.683314 -0.60 1.32 0.88
C -1.646797 3.442806 -0.826354 0.24 0.03 -0.80
Br -2.270787 4.349076 0.815566 0.37 -0.93 -0.88
H -0.194827 2.044116 -0.038224 0.19 -0.43 -0.43
H -1.840677 1.376926 -0.254814 0.21 -0.27 -0.29
H -2.424087 3.367006 -1.586724 -0.48 0.37 0.52
H -0.892537 4.088006 -1.276804 0.04 0.09 0.33
Br -1.022827 -3.233184 2.272126 -0.64 0.43 -1.25
C -1.913167 -3.059924 0.497506 -0.49 -1.48 -0.22
C -1.847967 -1.652654 -0.043124 0.10 -0.12 0.67
Br -2.890607 -1.488144 -1.778814 0.99 0.33 0.60
H -2.934927 -3.434094 0.561576 -0.16 0.46 0.72
H -1.503867 -3.827614 -0.159174 0.78 0.43 0.02
H -0.813647 -1.386134 -0.260524 -0.10 0.21 -0.32
H -2.345907 -0.977994 0.653286 0.08 0.16 -0.34

# 6
88
Properties=species:S:1:pos:R:3:forces:R:3 method="wB97M-V/def2-TZVPD" fmax_ha_per_bohr=0.026 e_lumo_ev="-0.94 / -0.46" e_tot_ha=-3623.5325 multiplicity=3
Mo -1.224731 -0.120935 -0.050153 -0.41 -0.40 0.10
C -4.722240 0.065576 -4.868441 0.00 0.00 -0.01
C -3.319530 0.661271 -4.864341 0.06 -0.19 0.11
N -2.312047 -0.251455 -4.335111 -0.10 0.12 0.04
C -2.040859 -0.411107 -3.008308 -0.13 0.09 0.10
S -2.449178 0.856134 -1.878249 0.21 -0.17 -0.28
N -1.449104 -1.520765 -2.662176 -0.02 -0.19 0.14
N -1.079077 -1.569155 -1.337365 0.06 -0.38 -0.47
C -0.765616 -2.865441 -0.891694 0.06 0.17 -0.03
C -0.741062 -3.995163 -1.875944 -0.08 0.02 0.00
C -0.559395 -3.067515 0.431309 0.11 0.21 0.10
C -0.608219 -4.375888 1.050834 0.05 -0.04 0.01
C -1.052416 -4.495597 2.308616 0.02 0.03 0.12
C -1.445986 -3.303330 3.046835 -0.04 -0.24 -0.02
C -1.187937 -2.092130 2.574136 0.23 0.15 -0.12
N -0.446976 -1.904740 1.329574 0.16 -0.29 0.16
H -5.444415 0.786538 -5.260850 0.05 -0.06 0.04
H -4.760930 -0.828752 -5.495847 -0.01 0.04 0.04
H -5.021812 -0.210355 -3.855760 -0.01 0.02 -0.03
H -3.017653 0.937626 -5.874927 0.02 0.01 -0.01
H -3.295928 1.564075 -4.260098 0.04 0.09 0.02
H -2.135216 -1.088370 -4.869902 0.02 -0.02 -0.02
H -1.745060 -4.403192 -2.017981 0.04 0.03 -0.02
H -0.401156 -3.630237 -2.839195 0.04 0.00 -0.05
H -0.081810 -4.791284 -1.535266 -0.04 0.03 -0.02
H -0.376945 -5.250249 0.455299 0.01 0.07 0.07
H -1.144052 -5.468962 2.774155 -0.01 0.06 -0.02
H -1.965884 -3.395971 3.991874 0.03 0.02 -0.04
H -1.398348 -1.182597 3.115477 -0.02 0.02 -0.04
O -4.649755 -0.332399 2.327032 -0.16 -0.04 -0.03
C -3.611952 -0.049575 1.775331 0.45 -0.17 -0.15
O -2.951041 -0.762047 0.912017 -0.50 0.26 0.23
C -2.882204 1.230044 2.131876 0.06 -0.10 -0.27
C -3.400378 2.123066 3.041337 -0.09 0.08 0.14
C -2.661525 3.249441 3.367970 0.01 -0.05 -0.01
C -1.413943 3.412557 2.789043 -0.10 0.13 0.11
C -0.967807 2.469220 1.888207 0.17 -0.16 -0.10
N -1.690664 1.403399 1.527845 -0.10 0.37 0.44
H -4.365487 1.897074 3.474884 0.04 0.03 -0.01
H -3.040761 3.973505 4.076910 0.00 0.00 0.00
H -0.778027 4.251607 3.036983 -0.02 -0.03 -0.01
H 0.020103 2.536394 1.461104 -0.05 0.08 -0.04
Cl 1.978526 -2.692400 2.560859 -0.65 -0.51 -1.06
C 0.937604 -1.517457 1.644149 -0.14 -0.12 -0.21
H 0.905965 -0.633981 2.268804 -0.09 0.03 -0.03
H 1.482066 -1.346138 0.734362 0.00 0.07 -0.17
C 2.109334 1.433150 0.735134 -0.01 0.01 0.13
Si 0.977313 1.105704 -0.806690 0.66 0.49 -0.15
C 0.795182 2.903507 -1.638968 -0.12 0.02 0.14
C 1.996155 3.806472 -1.296561 0.03 -0.03 -0.07
C 0.671107 2.815892 -3.167926 -0.05 0.01 -0.03
C -0.450614 3.680636 -1.177783 0.06 0.02 0.00
C 2.216408 0.085020 -1.962447 -0.14 -0.01 -0.10
C 1.619880 -0.329680 -3.318961 0.02 -0.02 -0.01
C 2.650554 -1.223915 -1.290286 0.08 0.01 0.02
C 3.497994 0.887872 -2.224030 0.03 0.02 -0.03
H 2.449217 2.472398 0.789759 0.00 -0.18 0.01
H 3.006994 0.802247 0.709705 -0.11 0.06 -0.01
H 1.585759 1.220137 1.673497 0.11 0.05 -0.04
H 2.960429 3.304638 -1.392660 -0.07 0.09 0.00
H 1.923128 4.190606 -0.274866 0.01 -0.01 -0.06
H 2.002246 4.675786 -1.967749 -0.02 -0.05 0.06
H 1.598436 2.503635 -3.648718 -0.07 0.02 0.02
H 0.420914 3.810439 -3.562603 0.03 -0.07 0.02
H -0.129468 2.132536 -3.471509 0.07 0.05 0.01
H -0.487444 3.833907 -0.100273 0.04 0.03 -0.01
H -1.374461 3.196875 -1.485819 -0.04 -0.03 0.00
H -0.433575 4.678531 -1.638337 -0.01 -0.07 0.03
H 0.720356 -0.934197 -3.197490 0.06 0.01 -0.01
H 2.357330 -0.939145 -3.864110 -0.07 0.08 0.06
H 1.367302 0.516610 -3.955318 0.01 -0.07 0.04
H 1.804705 -1.893525 -1.112913 0.03 -0.01 -0.02
H 3.188394 -1.058590 -0.349255 -0.07 -0.06 -0.06
H 3.342696 -1.755794 -1.957299 -0.04 0.04 0.06
H 3.308646 1.797171 -2.796353 0.05 -0.10 0.02
H 4.199545 0.275129 -2.807159 -0.04 0.03 0.05
H 4.002502 1.172856 -1.295110 -0.01 -0.01 -0.07
S 0.213174 0.701488 4.282648 0.03 0.17 0.31
C 1.422577 -0.334698 4.722450 0.24 -0.08 -0.08
N 2.642925 -0.375146 4.175271 0.06 0.41 0.45
C 3.639082 -1.220356 4.819936 -0.09 0.00 -0.07
C 2.842968 -2.359002 5.436220 -0.08 -0.06 0.32
S 1.270869 -1.583511 5.936367 -0.03 -0.04 0.01
H 2.881125 0.305433 3.470857 0.04 0.09 0.00
H 4.168549 -0.658141 5.592121 0.03 0.06 0.02
H 4.360026 -1.580629 4.089271 -0.01 -0.02 -0.08
H 3.327202 -2.791194 6.307575 0.06 0.05 0.02
H 2.617399 -3.131488 4.705167 0.13 0.01 0.39

# 7
19
Properties=species:S:1:pos:R:3:forces:R:3 method="wB97M-V/def2-TZVPD" fmax_ha_per_bohr=0.035 e_lumo_ev="0.38 / 0.43" e_tot_ha=-273.7601 de_lowest_kcal_mol=93.1
C -0.478867 -0.188615 0.989083 -0.02 0.04 -0.33
C -1.517863 -0.024701 -0.134761 1.23 -0.96 -0.87
C -2.323953 1.131809 -0.186714 -0.65 0.75 0.04
C 0.694161 0.049811 0.083818 1.19 -0.47 0.80
C 1.536220 -1.003853 -0.387345 -0.25 0.64 0.06
C 1.025016 1.480950 -0.147528 -0.23 0.22 -0.11
C 1.484264 -2.309269 -0.040884 -0.07 -0.25 0.05
H -0.500014 -1.172722 1.450399 0.01 0.01 -0.04
H -0.587365 0.561042 1.774178 0.03 0.04 -0.05
H -1.937044 -0.993134 -0.426703 -0.28 0.07 0.15
H -0.701500 0.038839 -1.013845 -1.13 0.06 0.28
H 2.283605 -0.704422 -1.118572 -0.01 0.00 0.02
H 1.751130 1.620207 -0.949705 -0.04 -0.01 0.02
H 1.417361 1.951303 0.761731 0.02 -0.07 -0.03
H -2.320045 1.854258 0.617815 -0.01 -0.01 0.00
H -2.869485 1.384319 -1.085855 -0.03 -0.02 0.04
H 0.099748 2.042367 -0.390302 0.23 -0.09 -0.02
H 0.786617 -2.690738 0.693340 -0.01 0.02 -0.02
H 2.158014 -3.027451 -0.488151 -0.01 0.04 0.01